Record 1
{
  "formula": "C16H24I3NO7S",
  "method": "the ωB97M-V functional and the def2-TZVPD basis",
  "total_charge": 0,
  "smiles": "CC[C@H](I)[C@]1(CC(=O)O)OC(=O)O[C@@]1(CN)/C(I)=C(/C)I.O=S1(=O)CCCC1",
  "symbols": ["C", "C", "C", "I", "C", "C", "C", "O", "O", "O", "C", "O", "O", "C", "C", "N", "C", "I", "C", "C", "I", "H", "H", "H", "H", "H", "H", "H", "H", "H", "H", "H", "H", "H", "H", "H", "H", "O", "S", "O", "C", "C", "C", "C", "H", "H", "H", "H", "H", "H", "H", "H"],
  "xyz": [[1.5822, -1.5864, 1.7552], [0.0636, -1.2455, 1.6847], [-0.1679, -0.3342, 0.4729], [0.3501, 1.7357, 0.9149], [-1.4932, -0.5501, -0.3310], [-1.0757, -1.5098, -1.4828], [-0.4341, -2.8179, -1.0275], [0.7193, -2.8980, -1.0142], [-1.1672, -3.8992, -0.6105], [-1.7263, 0.6826, -1.0317], [-2.9486, 0.5555, -1.6388], [-3.3061, 1.1141, -2.5504], [-3.6578, -0.3469, -0.9197], [-2.9130, -0.7401, 0.2590], [-3.4600, 0.3796, 1.2460], [-2.5305, 0.9147, 2.2364], [-3.3460, -2.0473, 0.9169], [-3.0466, -2.3046, 3.0345], [-3.9110, -3.0801, 0.3448], [-4.3417, -4.3211, 1.0884], [-4.3370, -3.1734, -1.7312], [1.7934, -2.5939, 1.4077], [2.1784, -0.8622, 1.2056], [1.9356, -1.5152, 2.7828], [-0.1513, -0.7633, 2.6334], [-0.4724, -2.1871, 1.5966], [0.6300, -0.5822, -0.2100], [-0.3308, -1.0058, -2.0822], [-1.9061, -1.7423, -2.1508], [-1.4927, -4.3825, -1.3834], [-4.3443, -0.0519, 1.7253], [-3.8475, 1.2187, 0.6746], [-3.0508, 1.0937, 3.0886], [-1.8008, 0.2727, 2.5149], [-5.0136, -4.0824, 1.9058], [-3.4396, -4.8367, 1.4107], [-4.9033, -4.9624, 0.4155], [4.5113, 1.9334, 0.7478], [4.5762, 3.3040, 0.3085], [4.8451, 4.3802, 1.2277], [5.7164, 3.4063, -1.0668], [4.8498, 3.1479, -2.2948], [3.5598, 3.9472, -2.0720], [3.0956, 3.6770, -0.6356], [6.5127, 2.6768, -0.9364], [6.1292, 4.4149, -1.0796], [5.3577, 3.4459, -3.2115], [4.6164, 2.0831, -2.3688], [3.7654, 5.0125, -2.1994], [2.7872, 3.6754, -2.7907], [2.6024, 4.5424, -0.1982], [2.4380, 2.8084, -0.5811]],
  "lowdin_charge": [-0.0881, -0.3239, -0.5806, 1.0629, -0.3416, -0.0076, -0.5208, 0.1816, 0.0437, -0.0055, -0.6103, 0.2620, -0.0365, -0.3357, -0.2125, -0.0297, -0.5788, 1.1036, -0.7583, -0.2377, 1.0717, 0.0709, 0.0617, 0.0740, 0.0653, 0.0592, 0.0534, 0.1467, 0.0727, 0.0936, 0.0920, 0.1260, 0.0736, -0.0277, 0.0470, 0.0701, 0.0377, -0.3289, 0.6474, -0.3252, -0.2333, -0.2232, -0.2125, -0.2631, 0.1066, 0.1067, 0.1135, 0.1190, 0.1160, 0.1141, 0.1035, -0.0144]
}

=====

Record 2
{
  "formula": "C16H24N2O2",
  "method": "the ωB97M-V functional and the def2-TZVPD basis",
  "total_charge": 0,
  "smiles": "CCCCNC(=O)c1ccccc1C(=O)NCCCC",
  "symbols": ["C", "C", "C", "C", "N", "C", "O", "C", "C", "C", "C", "C", "C", "C", "O", "N", "C", "C", "C", "C", "H", "H", "H", "H", "H", "H", "H", "H", "H", "H", "H", "H", "H", "H", "H", "H", "H", "H", "H", "H", "H", "H", "H", "H"],
  "xyz": [[0.4888, 3.1525, 1.6167], [0.3011, 2.1199, 2.7220], [-1.1374, 2.0480, 3.2363], [-2.1519, 1.6153, 2.1753], [-1.9057, 0.2814, 1.6772], [-1.3768, 0.0427, 0.4616], [-1.1483, 0.9051, -0.3663], [-1.1364, -1.4068, 0.1680], [-2.1708, -2.3325, 0.1643], [-1.9236, -3.6437, -0.2049], [-0.6462, -4.0341, -0.5723], [0.3906, -3.1162, -0.5668], [0.1490, -1.8006, -0.1987], [1.2605, -0.7994, -0.0725], [1.6396, -0.4121, 1.0163], [1.8069, -0.4284, -1.2446], [2.8108, 0.6061, -1.3418], [2.2623, 1.9100, -1.9251], [1.7322, 1.7504, -3.3580], [0.2080, 1.6895, -3.4066], [0.1060, 4.1250, 1.9229], [-0.0252, 2.8407, 0.7114], [1.5461, 3.2552, 1.3842], [0.9483, 2.3739, 3.5650], [0.6164, 1.1439, 2.3500], [-1.1825, 1.3468, 4.0745], [-1.4401, 3.0301, 3.6071], [-2.1108, 2.2818, 1.3130], [-3.1620, 1.6478, 2.5994], [-1.9399, -0.4744, 2.3438], [-3.1690, -2.0200, 0.4354], [-2.7297, -4.3623, -0.2081], [-0.4566, -5.0573, -0.8609], [1.3915, -3.4196, -0.8371], [1.3504, -0.7061, -2.0994], [3.6365, 0.2367, -1.9609], [3.1756, 0.7756, -0.3262], [1.4586, 2.2688, -1.2818], [3.0688, 2.6446, -1.8989], [2.1547, 0.8467, -3.8063], [2.0662, 2.5914, -3.9694], [-0.2114, 2.6630, -3.1643], [-0.1354, 1.4083, -4.4004], [-0.1861, 0.9805, -2.6833]],
  "lowdin_charge": [-0.1026, -0.2515, -0.1945, -0.1800, 0.0894, -0.4498, 0.0734, -0.0889, -0.0210, -0.0747, -0.0736, -0.0165, -0.0882, -0.4574, 0.0780, 0.0934, -0.1762, -0.1850, -0.2579, -0.1112, 0.0731, 0.0461, 0.0695, 0.1058, 0.0775, 0.1061, 0.1090, 0.1151, 0.1182, 0.1534, 0.1172, 0.1038, 0.1041, 0.1191, 0.1428, 0.1211, 0.1187, 0.0983, 0.1084, 0.0990, 0.1002, 0.0773, 0.0678, 0.0434]
}

=====

Record 3
{
  "formula": "C16H24N2O2",
  "method": "the ωB97M-V functional and the def2-TZVPD basis",
  "total_charge": 0,
  "smiles": "CCCCCCCC(=O)NNC(=O)Cc1ccccc1",
  "symbols": ["C", "C", "C", "C", "C", "C", "C", "C", "O", "N", "N", "C", "O", "C", "C", "C", "C", "C", "C", "C", "H", "H", "H", "H", "H", "H", "H", "H", "H", "H", "H", "H", "H", "H", "H", "H", "H", "H", "H", "H", "H", "H", "H", "H"],
  "xyz": [[4.7385, 2.8070, -0.0216], [5.0409, 1.6170, 0.8816], [4.0256, 0.4824, 0.7391], [4.0776, -0.1976, -0.6285], [3.2375, -1.4734, -0.6989], [1.7363, -1.2052, -0.6146], [0.9294, -2.5002, -0.7661], [-0.5509, -2.2033, -0.7080], [-1.2935, -2.1434, -1.6679], [-1.0180, -2.0168, 0.5502], [-2.3371, -1.6049, 0.7432], [-2.6778, -0.9299, 1.8636], [-1.8986, -0.7828, 2.7836], [-4.1201, -0.4464, 1.8576], [-4.3950, 0.3670, 0.6230], [-5.0225, -0.1977, -0.4809], [-5.2288, 0.5465, -1.6296], [-4.8059, 1.8629, -1.6887], [-4.1791, 2.4333, -0.5934], [-3.9740, 1.6896, 0.5546], [5.4372, 3.6170, 0.1751], [3.7301, 3.1737, 0.1582], [4.8244, 2.5338, -1.0699], [5.0407, 1.9546, 1.9208], [6.0408, 1.2372, 0.6588], [4.2290, -0.2654, 1.5099], [3.0260, 0.8824, 0.9180], [5.1163, -0.4549, -0.8498], [3.7345, 0.4938, -1.3995], [3.4496, -1.9819, -1.6424], [3.5311, -2.1452, 0.1115], [1.4467, -0.5111, -1.4064], [1.4991, -0.7397, 0.3435], [1.1987, -3.2010, 0.0258], [1.1459, -2.9565, -1.7324], [-0.4452, -1.8896, 1.3753], [-2.8690, -1.5886, -0.1204], [-4.7752, -1.3188, 1.8969], [-4.2696, 0.1473, 2.7601], [-5.3626, -1.2236, -0.4397], [-5.7187, 0.0956, -2.4796], [-4.9648, 2.4431, -2.5852], [-3.8477, 3.4604, -0.6341], [-3.4816, 2.1337, 1.4076]],
  "lowdin_charge": [-0.1145, -0.2721, -0.2314, -0.2207, -0.2184, -0.2015, -0.1132, -0.4911, 0.0644, 0.0991, 0.1049, -0.4770, 0.0625, -0.0552, -0.2453, -0.0571, -0.0766, -0.0880, -0.0774, -0.0346, 0.0671, 0.0735, 0.0635, 0.1025, 0.1041, 0.1129, 0.1061, 0.1143, 0.1075, 0.1130, 0.1146, 0.1284, 0.1061, 0.1224, 0.1252, 0.1486, 0.1360, 0.1261, 0.1279, 0.1153, 0.1042, 0.1015, 0.1032, 0.1189]
}

=====

Record 4
{
  "formula": "C16H24N2O2",
  "method": "the ωB97M-V functional and the def2-TZVPD basis",
  "total_charge": 0,
  "symbols": ["C", "C", "C", "H", "H", "C", "N", "C", "O", "C", "C", "C", "C", "C", "C", "H", "H", "H", "C", "O", "N", "H", "C", "C", "C", "C", "H", "H", "H", "H", "H", "H", "H", "H", "H", "H", "H", "H", "H", "H", "H", "H", "H", "H"],
  "xyz": [[4.6926, 3.1128, -0.5829], [4.9551, 1.6603, -1.1370], [5.3109, 0.7923, -0.0285], [6.1418, 0.9850, 0.4394], [5.3322, -0.4711, -0.5756], [4.0297, 0.5138, 1.1440], [2.7212, 0.0210, 0.7532], [2.3353, -1.0894, 0.6538], [2.9005, -1.9188, 1.3356], [1.0859, -1.4523, 0.1056], [0.0136, -0.2401, -0.0702], [-1.2383, -0.6698, -0.7998], [-1.3329, -2.2528, -1.2399], [-0.3681, -2.9523, -0.8796], [0.7886, -2.7314, -0.4157], [1.4851, -3.4950, 0.0203], [-0.5287, -4.2156, -1.1948], [-2.3041, -2.3843, -1.5648], [-2.0155, 0.4476, -0.9580], [-1.7957, 1.5392, -0.9520], [-3.4636, -0.0391, -0.9359], [-3.7682, -0.8927, -0.4632], [-4.5153, 1.0169, -0.9044], [-5.5339, 0.9029, 0.4018], [-4.9378, 1.6703, 1.2650], [-3.7314, 0.7366, 2.1685], [-4.0999, -0.5068, 2.3332], [-2.8723, 0.8931, 1.5480], [-3.6637, 1.1144, 3.2590], [-5.7322, 1.5563, 2.2819], [-4.5699, 2.6168, 1.2257], [-5.7710, -0.2130, 0.3040], [-6.3516, 1.4163, -0.0464], [-4.0810, 1.7661, -1.0739], [-5.0987, 0.6196, -1.8776], [0.2496, 0.7843, 0.2754], [2.3439, 0.7692, -0.2117], [4.3980, -0.1129, 2.1044], [3.9311, 1.6127, 1.6005], [5.4872, 1.7544, -1.7796], [3.9664, 1.2649, -1.4712], [4.3613, 3.8420, -1.2839], [5.4313, 3.3957, -0.0993], [3.7319, 3.0848, 0.0136]],
  "lowdin_charge": [-0.0397, -0.2374, -0.1201, 0.0235, 0.1982, -0.1219, 0.0428, -0.7033, 0.0705, -0.0291, 0.1539, -0.0305, 0.0170, -0.2444, -0.0633, 0.1517, 0.2013, 0.0757, -0.5802, 0.1821, 0.0322, 0.1079, -0.1325, -0.2879, -0.2670, -0.0657, 0.1396, -0.0024, 0.0596, 0.1629, 0.0782, 0.1504, 0.0975, -0.0264, 0.1533, 0.1041, 0.2644, 0.1529, 0.1215, -0.0442, 0.1179, 0.0675, -0.0179, 0.0877]
}

=====

Record 5
{
  "formula": "C16H24N2O3",
  "method": "the ωB97M-V functional and the def2-TZVPD basis",
  "total_charge": 0,
  "symbols": ["C", "C", "C", "O", "C", "C", "O", "H", "H", "H", "H", "H", "H", "H", "H", "C", "C", "N", "C", "C", "C", "C", "N", "C", "C", "C", "C", "C", "O", "H", "H", "H", "H", "H", "H", "H", "H", "H", "H", "H", "H", "H", "H", "H", "H"],
  "xyz": [[-3.8549, -0.9549, -1.7351], [-2.4626, -0.9721, -1.0879], [-1.7003, 0.3620, -1.1563], [-0.4921, 0.4315, -1.3346], [-2.5746, 1.6212, -1.0751], [-3.9603, 1.4952, -1.7173], [-4.6071, 0.2380, -1.4711], [-3.7732, -1.0869, -2.8297], [-4.4831, -1.7556, -1.3214], [-2.5596, -1.2469, -0.0227], [-1.8370, -1.7275, -1.5788], [-2.6924, 1.8749, -0.0074], [-2.0171, 2.4258, -1.5691], [-4.6487, 2.2349, -1.2863], [-3.8948, 1.6531, -2.8094], [3.1958, -2.6837, -1.4800], [2.5652, -1.3602, -1.8456], [2.4572, -0.4432, -0.7108], [3.5898, 0.4547, -0.4366], [3.4257, 1.8136, -1.0943], [1.4391, -0.6580, 0.1972], [1.1426, 0.4283, 1.0703], [0.2812, 0.3201, 2.1406], [-0.2140, -0.9035, 2.5538], [-1.0599, -0.9825, 3.6381], [-1.4626, 0.1729, 4.3035], [-0.9440, 1.4010, 3.8825], [-0.0655, 1.4717, 2.8286], [0.7977, -1.7397, 0.1551], [3.2594, -3.3106, -2.3709], [4.2055, -2.5249, -1.0934], [2.5900, -3.1852, -0.7206], [3.1520, -0.8363, -2.6119], [1.5476, -1.5113, -2.2290], [3.6896, 0.5677, 0.6549], [4.4977, -0.0435, -0.8124], [4.3113, 2.4235, -0.8910], [3.3265, 1.6952, -2.1784], [2.5435, 2.3421, -0.7195], [1.5723, 1.4139, 0.8928], [0.0785, -1.7624, 1.9636], [-1.3852, -1.9766, 3.9311], [-2.1574, 0.1142, 5.1354], [-1.2138, 2.3230, 4.3868], [0.3921, 2.3868, 2.4619]],
  "lowdin_charge": [-0.1890, -0.0735, -0.3416, 0.0728, -0.0818, -0.1925, -0.1586, 0.1243, 0.1249, 0.1293, 0.1257, 0.1273, 0.1218, 0.1240, 0.1245, -0.0846, -0.2215, -0.0848, -0.2257, -0.0846, -0.4745, -0.0476, -0.0349, -0.0169, -0.0582, -0.0938, -0.0738, -0.0388, -0.0341, 0.0709, 0.0686, 0.0688, 0.1161, 0.1170, 0.1153, 0.1162, 0.0720, 0.0746, 0.0631, 0.0979, 0.1099, 0.1117, 0.0988, 0.1074, 0.1279]
}

=====

Relative energy (zero: lowest compared OMol25 entry of this formula, charge and spin) values (in kcal/mol) by entry order: 25.43, 5.62, 26.88, 440.45, 72.93.
E_HOMO values (in Ha) by entry order: -0.3215, -0.3443, -0.3285, -0.3083, -0.2464.